Arrangement w

ORCA calculation (wB97M-V/def2-TZVPD) on C6H11N as an isolated structure.

Positions of all 18 atoms, in Å:
C1 -1.0207 1.5276 0.3900
C2 0.5442 1.5220 0.2248
C3 0.6659 -0.0206 0.2844
C4 1.6076 -1.0096 -0.3869
C5 0.3238 -1.7747 -0.4333
C6 -1.5660 0.0657 -0.2058
H1 -1.3143 1.5082 1.6851
H2 -1.5525 2.5265 0.0605
H3 1.0307 1.9366 -0.7575
H4 1.0990 2.0066 1.0652
H5 0.5205 -0.3470 1.3217
H6 1.6258 -0.7076 -1.4363
H7 2.4930 -1.4365 0.1161
H8 0.0299 -2.4810 -1.3820
H9 0.0087 -2.3282 0.3992
H10 -1.8496 -0.5301 0.7101
H11 -2.3131 -0.0278 -1.0900
N1 -0.3329 -0.4302 -0.5654

Output
Frontier orbital gap, eV: 9.817
Highest occupied orbital energy, eV: -8.6
Spin multiplicity: 1
Charge: 0

=====

Arrangement x

ORCA calculation (wB97M-V/def2-TZVPD) on one molecule with the formula C6H11N.

Positions of all 18 atoms, in Å:
C1 -0.1287 1.9805 -1.1036
C2 -0.0060 1.3128 0.0432
C3 -0.3335 -0.1195 0.1519
C4 -0.3255 -0.7133 1.3545
N1 -0.0395 -0.0687 2.5793
C5 -0.4327 -0.9887 -1.0756
C6 0.9098 -1.2225 -1.7705
H1 -0.0107 3.0481 -1.2124
H2 -0.4371 1.4230 -1.9781
H3 0.2036 1.8225 0.9730
H4 -0.6131 -1.7582 1.4214
H5 -0.0632 -0.7248 3.3435
H6 0.8451 0.4174 2.5418
H7 -1.2016 -0.6819 -1.7940
H8 -0.7816 -1.9538 -0.7075
H9 1.4816 -0.3081 -1.9044
H10 1.5346 -1.8840 -1.1682
H11 0.7399 -1.6982 -2.7364

Output
Frontier orbital gap, eV: 8.818
Highest occupied orbital energy, eV: -7.8
Spin multiplicity: 1
Charge: 0
SMILES: C=C/C(=C\N)CC

=====

Stability verdict: arrangement x, ahead by 2.874 eV

=====

Arrangement w

ORCA calculation (wB97M-V/def2-TZVPD) on one molecule with the formula C6H11N.

Positions of all 18 atoms, in Å:
C1 1.5667 1.8834 -1.0750
C2 0.6314 1.2015 -0.0825
C3 0.2848 -0.2564 -0.4101
C4 -1.0296 -0.7389 0.2575
C5 -1.0462 -2.2435 0.5555
C6 -1.3162 0.0008 1.4998
N1 -1.5516 0.5886 2.4683
H1 1.6793 2.9408 -0.8123
H2 2.5661 1.4349 -1.0818
H3 1.1659 1.8353 -2.0943
H4 1.0700 1.2376 0.9218
H5 -0.2953 1.7838 -0.0191
H6 0.1698 -0.3861 -1.4943
H7 1.1070 -0.9181 -0.1079
H8 -1.8608 -0.5053 -0.4208
H9 -0.8860 -2.8164 -0.3629
H10 -0.2525 -2.4971 1.2656
H11 -2.0029 -2.5450 0.9925

Output
Frontier orbital gap, eV: 12.210
Highest occupied orbital energy, eV: -11.3
Spin multiplicity: 1
Charge: 0
SMILES: CCC[C@@H](C)C#N

=====

Arrangement x

ORCA calculation (wB97M-V/def2-TZVPD) on one molecule with the formula C6H11N.

Positions of all 18 atoms, in Å:
C1 1.6996 -2.5384 -1.5258
C2 1.4644 -1.0380 -1.4757
C3 1.3772 -0.3953 -0.3179
C4 0.6384 0.8440 -0.0147
C5 -0.4181 0.8279 0.8013
N1 -1.1740 2.0364 1.1321
C6 -2.5788 1.6993 1.2664
H1 2.5325 -2.7481 -0.8390
H2 2.1629 -2.8161 -2.4695
H3 0.8843 -3.1882 -1.2293
H4 1.0655 -0.5828 -2.3787
H5 1.8571 -0.8476 0.5517
H6 0.6318 1.6151 -0.7871
H7 -0.5459 0.0941 1.6017
H8 -0.6703 2.3881 1.9273
H9 -3.0137 1.7792 0.2616
H10 -2.6986 0.6377 1.5281
H11 -3.2145 2.2330 1.9676

Output
Frontier orbital gap, eV: 9.659
Highest occupied orbital energy, eV: -8.5
Spin multiplicity: 1
Charge: 0
SMILES: C/C=C/C=C/NC

=====

Arrangement y

ORCA calculation (wB97M-V/def2-TZVPD) on one molecule with the formula C6H11N.

Positions of all 18 atoms, in Å:
C1 -1.2691 2.7884 1.2212
C2 -0.7921 2.0958 0.2379
C3 -0.8269 0.6751 0.2180
C4 0.0179 -0.2618 -0.3552
C5 1.1248 0.0773 -1.2133
N1 -0.2727 -1.6807 -0.2684
C6 0.9175 -2.5778 0.0717
H1 -1.4736 3.8962 1.0287
H2 -1.6001 2.2395 2.1307
H3 -0.6672 2.4574 -0.7828
H4 -1.6712 0.1266 0.9425
H5 1.0455 1.0608 -1.7144
H6 2.0538 0.0786 -0.5218
H7 1.1787 -0.5593 -2.1069
H8 -1.0916 -1.8225 0.3894
H9 1.5580 -2.9235 -0.6926
H10 0.4831 -3.5036 0.4000
H11 1.2853 -2.1664 1.0154

Output
Frontier orbital gap, eV: 8.655
Highest occupied orbital energy, eV: -7.6
Spin multiplicity: 1
Charge: 0
SMILES: C=C/C=C(\C)NC

=====

Arrangement z

ORCA calculation (wB97M-V/def2-TZVPD) on a 3-piece molecular cluster, C6H11N overall.

Positions of all 18 atoms, in Å:
C1 2.1419 0.0999 -0.2348
C2 0.8877 -0.6478 0.1954
C3 -0.3909 0.1736 0.1786
C4 -1.5884 -0.5922 0.5465
C5 -0.6070 1.0438 -0.9195
C6 -0.8243 0.5760 1.6675
N1 -0.7304 0.9962 2.7522
H1 2.0718 0.4288 -1.2767
H2 3.0102 -0.5606 -0.1581
H3 2.3232 0.9776 0.3938
H4 1.0229 -1.0853 1.1903
H5 0.6776 -1.4775 -0.4969
H6 -1.5300 -1.5366 1.0758
H7 -2.5591 -0.1293 0.3901
H8 -1.4640 -1.0642 -1.3315
H9 -1.5886 1.5046 -1.0269
H10 0.2133 1.6159 -1.3375
H11 -1.0659 -0.3230 -1.6084

Output
Frontier orbital gap (alpha / beta), eV: 8.009 / 8.007
Highest occupied orbital energy (alpha / beta), eV: -8.3 / -8.3
Spin multiplicity: 1
Charge: 0

=====

Stability verdict: arrangement w, ahead by 2.305 eV

=====

Arrangement w

ORCA calculation (wB97M-V/def2-TZVPD) on one molecule with the formula C6H11N.

Positions of all 18 atoms, in Å:
H1 1.0581 1.5440 1.9169
N1 0.4106 1.3027 1.1500
C1 0.0694 -0.0159 1.1442
C2 -0.1105 -0.8413 2.3796
C3 -0.0190 -0.3633 -0.1879
C4 -0.8724 -1.3726 -0.8872
C5 0.7029 0.7206 -0.7876
C6 0.2652 1.4379 -2.0227
H2 0.8363 -0.9084 2.9262
H3 -0.8473 -0.3993 3.0543
H4 -0.4281 -1.8559 2.1357
H5 -0.3221 -1.9416 -1.6421
H6 -1.7245 -0.9028 -1.3937
H7 -1.2833 -2.0864 -0.1703
H8 1.7589 0.8165 -0.5611
H9 0.6354 2.4646 -2.0188
H10 0.6904 0.9481 -2.9083
H11 -0.8199 1.4529 -2.1273

Output
Frontier orbital gap, eV: 8.752
Highest occupied orbital energy, eV: -7.7
Spin multiplicity: 1
Charge: 0
SMILES: [H]/N=C(C)/C(C)=C/C

=====

Arrangement x

ORCA calculation (wB97M-V/def2-TZVPD) on one molecule with the formula C6H11N.

Positions of all 18 atoms, in Å:
C1 -2.0625 -1.8397 0.6666
C2 -0.8160 -1.5148 0.3425
C3 0.0787 -0.5907 1.1569
C4 0.4493 0.7182 0.3918
C5 -0.8452 1.4441 -0.0135
C6 1.5633 0.7147 -0.3592
N1 1.7038 1.0285 -1.7698
H1 -2.7466 -2.2685 -0.0589
H2 -2.3841 -1.5389 1.6705
H3 -0.3292 -1.7621 -0.6106
H4 0.9790 -1.1954 1.3719
H5 -0.4455 -0.3623 2.0900
H6 -1.7298 1.1307 0.5552
H7 -1.0243 1.0851 -1.0436
H8 -0.5713 2.4943 -0.0265
H9 2.4090 0.1519 0.0137
H10 0.9313 0.5101 -2.1900
H11 2.4952 0.4433 -2.0190

Output
Frontier orbital gap, eV: 9.093
Highest occupied orbital energy, eV: -8.2
Spin multiplicity: 1
Charge: 0
SMILES: C=CC/C(C)=C/N

=====

Stability verdict: arrangement x, ahead by 0.086 eV

=====

Arrangement w

ORCA calculation (wB97M-V/def2-TZVPD) on one molecule with the formula C6H11N.

Positions of all 18 atoms, in Å:
C1 1.4993 0.5403 -1.5698
C2 0.1670 0.3718 -0.8976
C3 -0.1926 -1.1339 -0.6300
C4 -0.6756 -1.0069 0.8230
C5 0.4656 -0.1783 1.4721
N1 -0.0454 1.0552 0.4952
C6 -1.4040 0.4468 0.6446
H1 1.3552 0.1521 -2.6862
H2 1.8097 1.6281 -1.7786
H3 2.3858 0.0968 -1.0501
H4 -0.5416 0.8838 -1.6519
H5 -1.0041 -1.4912 -1.3443
H6 0.6934 -1.7867 -0.7152
H7 -1.4109 -1.7118 1.2790
H8 0.3782 0.1014 2.5708
H9 1.4410 -0.7768 1.4963
H10 -2.1995 0.3163 -0.1328
H11 -1.7476 0.9634 1.4926

Output
Frontier orbital gap, eV: 10.272
Highest occupied orbital energy, eV: -9.2
Spin multiplicity: 1
Charge: 0
SMILES: C[C@H]1CC2CN1C2

=====

Arrangement x

ORCA calculation (wB97M-V/def2-TZVPD) on one molecule with the formula C6H11N.

Positions of all 18 atoms, in Å:
C1 -1.8592 0.7587 0.7679
C2 -1.0351 -0.1931 0.2535
C3 -0.0692 0.0319 -0.7617
C4 0.6660 1.1836 -0.5692
C5 1.8683 1.7719 -1.3901
N1 -1.1943 -1.5185 0.6653
C6 -0.0482 -2.3383 0.8751
H1 -1.8008 1.8862 0.7115
H2 -2.8543 0.6561 1.1737
H3 0.1336 -0.8238 -1.5430
H4 0.4960 1.9148 0.3644
H5 1.6396 2.8241 -1.4290
H6 1.9650 1.3441 -2.4040
H7 2.9349 1.6542 -0.9170
H8 -1.7889 -1.4028 1.5574
H9 0.6603 -2.0614 1.6472
H10 -0.2848 -3.4259 1.0289
H11 0.5709 -2.2620 -0.0309

Output
Frontier orbital gap, eV: 8.616
Highest occupied orbital energy, eV: -7.6
Spin multiplicity: 1
Charge: 0
SMILES: C=C(/C=C/C)NC

=====

Stability verdict: arrangement x, ahead by 0.269 eV

=====

Arrangement w

ORCA calculation (wB97M-V/def2-TZVPD) on one molecule with the formula C7H10S.

Positions of all 18 atoms, in Å:
C1 -3.5690 -0.0179 -0.3312
C2 -2.4507 -0.3286 0.3071
S1 -1.0093 -0.8097 -0.6214
C3 0.1821 0.3717 -0.0526
C4 -0.0431 1.6306 0.3472
C5 1.5630 -0.1079 -0.1670
C6 2.5284 0.5605 -0.7574
C7 1.8432 -1.4955 0.4602
H1 -3.7245 -0.1960 -1.4061
H2 -4.4400 0.3002 0.2580
H3 -2.2685 -0.2109 1.3967
H4 -1.0625 2.0233 0.4669
H5 0.8137 2.3002 0.5064
H6 2.3477 1.4100 -1.4346
H7 3.4772 0.0153 -0.9221
H8 2.9051 -1.7806 0.1390
H9 1.1238 -2.2827 0.2220
H10 1.7835 -1.3819 1.5886

Output
Frontier orbital gap, eV: 9.252
Highest occupied orbital energy, eV: -8.4
Spin multiplicity: 1
Charge: 0
SMILES: C=CSC(=C)C(=C)C

=====

Arrangement x

ORCA calculation (wB97M-V/def2-TZVPD) on C7H10S as an isolated structure.

Positions of all 18 atoms, in Å:
C1 -2.3813 1.3744 -0.0214
C2 -3.0913 0.5474 -0.7302
C3 1.7884 -0.4993 -0.0789
C4 -0.6917 -0.5395 -0.3996
C5 1.9941 0.9348 -0.6019
C6 -2.0462 -0.0357 0.1958
C7 0.4476 -0.2440 0.5329
S1 0.6658 1.5970 0.4605
H1 -2.6193 2.3379 0.3443
H2 -3.8491 0.2769 -1.4667
H3 1.6683 -1.0957 -0.9573
H4 2.5332 -0.8407 0.5537
H5 -0.5615 -1.6426 -0.5149
H6 -0.4573 -0.0515 -1.3353
H7 2.8934 1.3468 -0.6067
H8 1.6329 0.8903 -1.6632
H9 -2.3483 -0.5307 1.0581
H10 0.4401 -0.5706 1.5968

Output
Frontier orbital gap, eV: 9.192
Highest occupied orbital energy, eV: -8.2
Spin multiplicity: 1
Charge: 0

=====

Stability verdict: arrangement w, ahead by 1.952 eV

=====

Arrangement w

ORCA calculation (wB97M-V/def2-TZVPD) on one molecule with the formula C5H7N3.

Positions of all 15 atoms, in Å:
C1 -1.5432 1.0548 0.1105
C2 -0.2742 1.4515 -0.0061
C3 0.9003 0.6454 -0.5216
C4 1.7949 -0.0400 0.4350
N1 0.9754 -0.7708 -0.4868
N2 -0.0445 -1.5220 0.1048
C5 -1.4079 -1.2913 -0.0722
N3 -2.1089 -0.2159 -0.1274
H1 -2.2813 1.8851 0.2536
H2 -0.0261 2.4977 0.1359
H3 1.3609 1.0458 -1.4181
H4 1.4887 0.0335 1.4888
H5 2.8564 -0.0195 0.1899
H6 0.2626 -2.5035 0.0691
H7 -1.9532 -2.2508 -0.1555

Output
Frontier orbital gap, eV: 9.572
Highest occupied orbital energy, eV: -8.6
Spin multiplicity: 1
Charge: 0
SMILES: C1=C[C@H]2CN2NC=N1

=====

Arrangement x

ORCA calculation (wB97M-V/def2-TZVPD) on a 2-piece molecular cluster, C5H7N3 overall.

Positions of all 15 atoms, in Å:
C1 -2.2562 0.6798 0.0899
C2 -2.4041 -0.6713 -0.4372
C3 -0.8610 0.8863 -0.0067
C4 0.9614 -0.5811 -0.6067
C5 3.0212 0.7107 -0.2924
N1 -1.2656 -1.1961 -0.8123
N2 1.9112 0.1400 -0.3699
N3 -0.3031 -0.2274 -0.5323
H1 -3.0312 1.2769 0.5203
H2 -3.3305 -1.2820 -0.3649
H3 -0.3120 1.7575 0.1381
H4 0.5122 -1.9036 1.2702
H5 3.5469 0.7481 0.6853
H6 3.4864 1.1764 -1.1677
H7 0.3244 -1.5141 1.8865

Output
Frontier orbital gap, eV: 9.145
Highest occupied orbital energy, eV: -8.4
Spin multiplicity: 1
Charge: 0

=====

Stability verdict: arrangement w, ahead by 1.320 eV